Entry 1:
Formula: C6H12N2O2
Source: the Open Molecules 2025 dataset
Level of theory: ωB97M-V/def2-TZVPD

The geometry in ORCA input format:
```
! RIJCOSX wB97M-V def2-TZVPD def2/J DEFGRID3
* xyz 0 1
N -1.48463 0.40415 1.34881
C -1.93816 -0.32091 2.26039
C -3.31135 -0.70486 2.69510
C -4.40877 0.22840 2.19716
C -5.79093 -0.37544 2.45777
O -6.82057 0.50592 2.06270
C -6.73781 1.75862 2.71702
C -5.39364 2.42074 2.43912
N -4.27560 1.55529 2.78911
H -3.49376 -1.72515 2.32134
H -3.35173 -0.77426 3.79350
H -4.29457 0.34954 1.10788
H -5.92855 -1.30306 1.88581
H -5.89583 -0.61142 3.53551
H -7.56796 2.37041 2.33984
H -6.86996 1.62044 3.80709
H -5.32343 2.66246 1.36648
H -5.31699 3.36385 2.99774
H -4.19736 1.47403 3.80206
O -0.88100 -0.08888 3.43219
H -1.07493 -0.73420 4.12017
H -0.48876 0.76314 1.93054
*
```

Energy ... -495.727206 Ha
SMILES string ... [H]/N=C(\O)C[C@H]1COCCN1

Entry 2:
Formula: C6H12N2O2
Source: the Open Molecules 2025 dataset
Level of theory: ωB97M-V/def2-TZVPD

The geometry in ORCA input format:
```
! RIJCOSX wB97M-V def2-TZVPD def2/J DEFGRID3
* xyz 0 1
C 1.09931 0.99683 1.32263
C -0.48638 -1.00116 0.69398
C 0.77780 -0.02857 0.25101
N -1.02859 -0.77471 1.92203
N -0.76331 -2.07436 0.07879
O 0.33479 0.58413 -0.94775
H -1.18389 0.18445 2.18630
H -1.73475 -1.44745 2.18686
H -0.28528 -2.19237 -0.80918
H 0.24949 1.64447 1.53247
H 1.90937 1.63441 0.95454
H 1.42706 0.49407 2.23410
C -1.57116 0.91788 -2.28499
C 1.99666 -0.88093 -0.07772
C -1.00382 0.96360 -0.88940
O -1.52752 1.48875 0.05741
H -2.37418 1.64050 -2.37578
H -1.92052 -0.08647 -2.52394
H -0.80859 1.18425 -3.02146
H 1.77105 -1.59107 -0.87021
H 2.80242 -0.23499 -0.42939
H 2.32006 -1.42126 0.80971
*
```

Energy ... -495.820636 Ha
SMILES string ... [H]/N=C(/N)C(C)(C)OC(C)=O

> Which formula does entry 1 have?

C6H12N2O2